Record 1
{"formula": "C2H22F6NO15S2", "method": "the ωB97M-V functional and the def2-TZVPD basis", "symbols": ["C", "F", "F", "F", "S", "O", "O", "N", "S", "O", "O", "C", "F", "F", "F", "O", "H", "H", "O", "H", "H", "O", "H", "H", "O", "H", "H", "O", "H", "H", "O", "H", "H", "O", "H", "H", "O", "H", "H", "O", "H", "H", "O", "H", "H", "O", "H", "H"], "coordinates": [[2.58699, 0.89616, -0.76625], [3.66441, 0.43438, -0.20242], [2.84840, 1.83786, -1.66661], [1.99505, -0.11872, -1.41341], [1.28978, 1.51024, 0.51728], [1.67168, 0.87335, 1.75209], [1.28171, 2.94059, 0.49227], [-0.20219, 0.92157, -0.17900], [-0.62946, -0.31639, 0.73987], [0.01986, -1.53467, 0.29516], [-0.80571, -0.14269, 2.17574], [-2.41919, -0.60960, 0.07287], [-3.07075, 0.45136, -0.35922], [-2.39110, -1.52724, -0.90796], [-3.12530, -1.09550, 1.10444], [-0.64272, 0.73683, 4.78958], [-0.60884, 0.65951, 3.82063], [0.04983, 0.14733, 5.10101], [1.01109, 5.73962, -0.41636], [1.73164, 5.87529, -1.03765], [1.18402, 4.86985, -0.02824], [-3.19334, 0.23782, -3.51392], [-4.09801, 0.37403, -3.81463], [-3.15619, -0.69382, -3.27232], [-1.60225, 2.83882, -1.58796], [-1.08096, 2.25104, -0.99899], [-1.43573, 3.72704, -1.25378], [-2.29835, -4.30171, -2.00368], [-2.39036, -3.93721, -1.11721], [-1.62206, -4.98088, -1.91801], [-0.35245, 0.36146, -2.91248], [0.10314, -0.43669, -3.19946], [-0.15340, 0.42194, -1.94721], [0.78831, -2.99583, 3.29137], [1.00828, -3.78177, 2.77871], [-0.13073, -2.80964, 3.06737], [2.05245, -3.38220, -1.18043], [2.68660, -3.19195, -0.48145], [1.62024, -2.53717, -1.34683], [-5.51066, -2.07529, 2.26371], [-4.68186, -1.96572, 1.78182], [-5.87946, -1.18844, 2.31195], [5.47472, 3.53245, -2.33786], [4.52561, 3.69216, -2.36941], [5.63399, 2.88648, -3.03290], [3.13575, -1.60126, 2.90185], [2.45233, -2.22704, 3.20683], [2.66515, -0.76577, 2.80110]], "forces_ev_per_a": [[-2.0, -0.3, -0.4], [0.6, 0.3, 0.4], [0.3, 0.1, 0.3], [0.4, -0.1, 0.0], [-1.0, -0.3, -0.5], [-0.1, 0.0, -0.7], [0.1, -0.1, -0.5], [2.9, 0.9, 2.9], [-1.5, -1.9, -0.4], [0.0, 0.3, 0.6], [0.0, 0.1, -1.5], [0.5, 0.4, -0.2], [0.4, 0.2, 0.0], [0.0, 0.3, 0.5], [0.1, -0.4, 0.1], [0.0, 0.1, -0.1], [0.0, 0.0, 0.4], [0.0, 0.0, -0.1], [0.1, 0.0, 0.1], [0.0, 0.0, 0.0], [-0.1, 0.0, -0.1], [-0.3, -0.1, -0.2], [0.0, 0.0, 0.0], [0.1, 0.0, 0.0], [0.2, 0.1, 0.3], [-0.6, 0.5, -0.5], [0.0, 0.0, 0.0], [-0.1, -0.1, 0.0], [0.1, 0.1, -0.1], [0.0, 0.1, 0.0], [0.3, -0.2, 0.6], [0.0, 0.0, 0.0], [-0.3, 0.0, -1.1], [-0.3, -0.6, 0.2], [-0.1, 0.1, -0.1], [0.1, 0.3, -0.1], [0.2, -0.1, -0.1], [-0.1, 0.1, 0.0], [-0.1, 0.0, 0.2], [0.0, -0.1, -0.1], [-0.2, 0.0, 0.1], [0.1, 0.0, 0.0], [0.0, 0.1, -0.1], [0.0, -0.1, 0.0], [0.0, 0.0, 0.0], [0.1, -0.3, 0.2], [0.2, 0.6, -0.2], [-0.1, -0.1, -0.1]], "relative_energy_kj_mol": 0.0, "homo_energy_ev": -7.86, "homo_lumo_gap_ev": 10.13, "total_charge": -1}

---

Record 2
{"formula": "C6H10O2Si", "method": "the ωB97M-V functional and the def2-TZVPD basis", "symbols": ["C", "Si", "C", "C", "O", "C", "C", "C", "O", "H", "H", "H", "H", "H", "H", "H", "H", "H", "H"], "coordinates": [[2.21941, 1.44647, 0.02530], [1.20347, -0.21997, 0.24035], [1.78039, -1.63035, -1.02709], [-0.59508, 0.15913, -0.00691], [-1.24445, 0.15217, -1.24371], [-2.53194, 0.17114, -1.03979], [-2.83028, 0.19292, 0.24481], [-1.56441, 0.11832, 0.96866], [-1.43870, 0.15316, 2.29475], [2.34635, 1.80488, -0.99724], [1.73831, 2.27051, 0.48400], [3.14984, 1.28923, 0.45674], [1.20205, -0.61349, 1.73447], [2.91244, -1.84833, -0.77964], [1.04392, -2.46987, -1.03379], [1.77324, -1.13876, -2.05859], [-3.12356, 0.11208, -1.93304], [-3.79150, -0.00353, 0.77778], [-2.24951, 0.05428, 2.89292]], "forces_ev_per_a": [[-1.6, -1.5, -1.2], [0.5, 0.5, -0.6], [1.1, 1.6, 0.2], [-0.1, -0.8, 0.8], [2.3, 0.2, 0.0], [-1.2, -0.1, -1.3], [-1.1, -1.0, 3.3], [-1.8, 0.8, -2.0], [-0.3, -0.2, 2.4], [0.1, -0.5, -0.2], [-0.7, 0.6, 1.0], [2.0, 0.0, 0.8], [0.3, 0.1, -1.1], [-2.4, -0.2, -0.5], [1.1, 0.4, 0.2], [0.0, -0.7, 1.3], [-0.3, 0.1, 0.0], [0.8, 0.6, -0.9], [1.4, 0.2, -2.1]], "relative_energy_kj_mol": 12.3, "homo_energy_ev": -8.35, "smiles": "C[SiH](C)c1occc1O", "homo_lumo_gap_ev": 9.00}

---

Record 3
{"formula": "C33H59BN2O12P2S", "method": "the ωB97M-V functional and the def2-TZVPD basis", "symbols": ["C", "C", "C", "P", "C", "C", "C", "N", "C", "C", "C", "C", "C", "C", "C", "O", "N", "C", "S", "B", "O", "O", "C", "P", "O", "O", "O", "H", "H", "H", "H", "H", "H", "H", "H", "H", "H", "H", "H", "H", "H", "H", "H", "H", "H", "H", "H", "H", "H", "H", "C", "C", "C", "O", "H", "H", "H", "H", "H", "H", "C", "C", "C", "O", "H", "H", "H", "H", "H", "H", "C", "C", "C", "O", "H", "H", "H", "H", "H", "H", "C", "C", "C", "O", "H", "H", "H", "H", "H", "H", "C", "C", "C", "O", "H", "H", "H", "H", "H", "H", "C", "C", "C", "O", "H", "H", "H", "H", "H", "H"], "coordinates": [[0.50846, 1.43226, 1.01274], [0.77115, 0.30424, 1.44234], [1.09451, -1.16638, 1.98849], [-0.25332, -2.47647, 1.63273], [-1.20969, -2.55608, -0.00173], [-0.70498, -1.46377, -1.03160], [-0.89176, -2.00123, -2.51770], [-1.10861, -0.86448, -3.44483], [-2.54492, -0.67280, -3.79533], [-3.52766, -0.91870, -2.61583], [-4.22032, -2.21464, -2.44849], [-5.17885, -2.48404, -1.38148], [-5.48627, -1.40161, -0.43152], [-4.78867, -0.13045, -0.57937], [-3.82235, 0.15591, -1.64405], [-3.21436, 1.41830, -1.73725], [1.03245, -3.64322, 0.94991], [1.68022, -4.15875, 1.83083], [2.81885, -4.54805, 2.92820], [-0.76320, -3.79291, 2.98069], [-1.39405, -4.96649, 2.51119], [-0.52718, -3.53470, 4.33242], [-1.34542, -4.37739, 5.19291], [-1.83922, -1.21358, 2.50694], [-2.97793, -2.15729, 2.83136], [-1.23742, -0.40309, 3.86025], [-2.44761, -0.09094, 1.43034], [0.69879, 2.48559, 0.71585], [2.07875, -1.45137, 1.51742], [1.23975, -1.14199, 3.10525], [-1.04819, -3.57327, -0.46711], [-2.30852, -2.37638, 0.15637], [-1.20885, -0.47273, -0.86462], [0.39901, -1.24748, -0.91440], [0.10874, -2.45120, -2.80048], [-1.64057, -2.83383, -2.60079], [-0.66394, -1.15889, -4.32379], [-2.85429, -1.29941, -4.67583], [-2.66096, 0.41601, -4.08250], [-4.01436, -3.04150, -3.17517], [-5.71226, -3.45842, -1.25380], [-6.24317, -1.60643, 0.36157], [-5.03351, 0.68457, 0.14272], [-2.25686, 1.25840, -1.62743], [-1.64602, -4.79021, 1.58691], [-2.39955, -4.44339, 4.80041], [-1.42385, -3.95226, 6.23012], [-0.86940, -5.39811, 5.20894], [-0.69126, -0.98601, 4.42234], [-2.54351, 0.75098, 1.92612], [3.03763, 0.97022, -4.02900], [2.60089, 1.17535, -2.60142], [3.64075, 1.64303, -1.61948], [1.45371, 0.97152, -2.25670], [2.18581, 0.63363, -4.62231], [3.40448, 1.91089, -4.44497], [3.81818, 0.20752, -4.07239], [4.03178, 2.61058, -1.92739], [4.44915, 0.91147, -1.55672], [3.18639, 1.74730, -0.63399], [7.34533, 4.52234, -0.45431], [6.17491, 3.87241, 0.23720], [6.30274, 3.60994, 1.71545], [5.16954, 3.57218, -0.37175], [7.11437, 4.65045, -1.51215], [7.53804, 5.50348, -0.01642], [8.23000, 3.88921, -0.36282], [6.44947, 4.55087, 2.24898], [7.14142, 2.93657, 1.90266], [5.38849, 3.14013, 2.07939], [-8.95555, -2.56993, 3.73745], [-7.63078, -1.88686, 3.50655], [-6.39377, -2.74722, 3.53764], [-7.56474, -0.69316, 3.30397], [-9.75647, -1.83161, 3.68739], [-9.12501, -3.32368, 2.96609], [-8.96777, -3.03379, 4.72561], [-6.45094, -3.50848, 2.75673], [-6.29289, -3.21835, 4.51745], [-5.51557, -2.12537, 3.35662], [-1.41490, 2.97671, 3.66961], [-0.49855, 3.77429, 4.55971], [-0.53624, 3.47348, 6.03628], [0.23936, 4.62348, 4.10768], [-1.28633, 3.29805, 2.63497], [-1.17379, 1.92017, 3.72744], [-2.45247, 3.15623, 3.96089], [-0.25468, 2.43327, 6.21115], [-1.53678, 3.66341, 6.42943], [0.17227, 4.12014, 6.55472], [0.80899, 5.24946, -3.60762], [1.73205, 6.05145, -2.72433], [1.69728, 5.76664, -1.24445], [2.47273, 6.89248, -3.18661], [0.94191, 5.56090, -4.64412], [1.04633, 4.18632, -3.52744], [-0.22877, 5.42642, -3.31856], [1.97577, 4.72670, -1.05938], [0.69847, 5.96576, -0.85070], [2.40988, 6.41545, -0.73484], [5.27674, -2.29644, -6.67139], [5.55135, -2.50198, -5.20364], [5.80989, -3.91210, -4.73887], [5.56364, -1.57017, -4.42799], [5.10909, -1.23612, -6.86254], [6.13419, -2.62742, -7.26029], [4.38301, -2.85094, -6.96399], [6.69089, -4.31434, -5.24258], [4.93966, -4.53775, -4.94630], [5.99154, -3.91047, -3.66385]], "forces_ev_per_a": [[1.8, -1.6, 1.0], [-0.4, -0.1, 0.2], [0.3, 2.0, -1.1], [-0.3, 1.4, -1.0], [0.0, 0.3, -0.5], [0.5, -0.3, -0.2], [1.3, 0.2, 0.5], [-0.5, -1.4, -0.4], [-0.9, 0.8, 0.3], [-1.3, -0.2, 1.4], [-0.4, 1.0, 1.1], [0.8, 2.4, 0.2], [1.7, -0.2, -2.2], [-0.1, -0.6, -0.7], [-1.1, -2.7, 0.0], [-0.1, -1.5, 0.4], [0.8, -1.4, 1.2], [2.2, 0.5, -0.5], [-1.6, 0.0, -1.0], [-1.0, -1.0, 1.0], [0.8, 2.0, 0.3], [-0.9, -0.5, -1.4], [-0.4, -0.7, 0.5], [-2.5, 0.0, 0.7], [1.6, 0.8, 0.0], [-0.6, -0.4, -1.4], [1.1, 0.1, 2.4], [-0.7, -1.4, 0.2], [-1.1, 0.1, 0.5], [-0.2, 0.1, -1.1], [-0.1, 1.0, 0.7], [1.0, -0.3, 0.1], [0.3, -1.2, -0.2], [-1.2, -0.2, 0.0], [-1.1, 0.4, 0.3], [0.4, 0.8, 0.2], [-0.1, 0.6, 0.5], [0.2, 0.4, 0.8], [0.0, -1.2, 0.1], [-0.1, 1.0, 0.6], [0.7, 0.9, -0.4], [0.9, 0.6, -0.6], [0.3, -0.7, -0.7], [-0.4, 0.2, -0.3], [0.0, -0.5, 0.4], [1.2, 0.0, 0.2], [0.5, -0.2, -1.1], [-0.7, 1.0, 0.2], [-0.5, 0.0, -0.4], [0.0, -0.3, -0.6], [-0.3, -0.1, -0.1], [-0.3, -0.1, 0.2], [-0.5, -0.2, 0.0], [0.1, 0.1, -0.1], [0.0, 0.1, 0.1], [0.2, -0.1, 0.0], [0.2, 0.2, 0.0], [0.2, -0.2, -0.1], [0.1, 0.2, -0.1], [0.0, 0.0, -0.1], [-0.2, 0.0, -0.3], [-0.3, -0.1, -0.2], [-0.3, -0.2, 0.0], [0.4, 0.3, 0.4], [0.0, 0.0, 0.1], [0.2, -0.1, 0.1], [0.1, 0.1, 0.1], [0.2, -0.1, 0.0], [0.1, 0.2, 0.1], [0.1, 0.0, -0.1], [-0.2, 0.3, 0.0], [0.1, 0.3, 0.0], [0.2, 0.4, -0.1], [-0.1, -0.2, 0.0], [0.1, 0.0, 0.0], [0.0, -0.1, 0.2], [0.0, -0.2, -0.1], [0.0, -0.1, 0.2], [-0.1, -0.2, -0.1], [0.0, -0.1, 0.0], [0.0, 0.4, -0.4], [0.3, 0.3, -0.2], [0.2, 0.2, 0.1], [-0.1, -0.2, 0.1], [0.0, 0.1, 0.1], [-0.1, -0.2, 0.2], [0.0, -0.2, 0.1], [-0.2, 0.0, 0.0], [0.0, -0.2, 0.0], [-0.1, 0.0, -0.1], [0.1, 0.1, -0.3], [0.2, 0.3, -0.2], [0.2, 0.2, 0.1], [-0.1, -0.2, 0.1], [0.0, 0.0, 0.1], [-0.2, 0.0, 0.1], [0.0, -0.2, 0.1], [-0.2, 0.0, 0.0], [0.0, -0.2, 0.0], [0.0, -0.1, -0.1], [0.0, 0.3, 0.0], [0.0, 0.3, 0.2], [0.0, 0.1, 0.3], [0.0, -0.2, -0.1], [0.0, -0.1, 0.0], [-0.1, -0.2, -0.1], [0.1, -0.1, -0.1], [-0.1, -0.1, -0.1], [0.1, -0.1, -0.2], [0.0, 0.0, -0.1]], "homo_energy_ev": -8.59, "smiles": "C#CCP(CCCNCc1ccccc1O)(N=C=S)(B(O)OC)P(=O)(O)O.CC(C)=O.CC(C)=O.CC(C)=O.CC(C)=O.CC(C)=O.CC(C)=O", "homo_lumo_gap_ev": 8.84}

---

Record 4
{"formula": "C10H27BF3NO5V", "method": "the ωB97M-V functional and the def2-TZVPD basis", "symbols": ["V", "C", "O", "O", "C", "F", "F", "F", "C", "C", "H", "H", "H", "H", "H", "H", "B", "H", "H", "H", "H", "C", "C", "O", "O", "H", "H", "H", "H", "H", "H", "C", "C", "C", "O", "C", "N", "H", "H", "H", "H", "H", "H", "H", "H", "H", "H", "H"], "coordinates": [[-0.87776, 0.93024, 0.43733], [2.10780, 1.39244, 0.31667], [2.02226, 0.02577, -0.25381], [1.02990, 1.69518, 0.94376], [3.32908, 1.40648, 1.27803], [3.23561, 2.35890, 2.18648], [3.47251, 0.25459, 1.95981], [4.49297, 1.61255, 0.62167], [2.85738, -0.26269, -1.35121], [3.39492, -1.66297, -1.20554], [3.95059, -1.77981, -0.27423], [2.56742, -2.38286, -1.11779], [4.00028, -1.99075, -2.05147], [3.69559, 0.43453, -1.38895], [2.29672, -0.17441, -2.29460], [2.35378, 2.03113, -0.56206], [-1.75335, 3.12877, 0.14316], [-2.57631, 3.99253, -0.08437], [-0.83979, 3.24465, -0.66681], [-1.38125, 3.09490, 1.28543], [-2.29091, 2.07469, -0.09948], [-3.09366, -0.46719, 2.18483], [-2.61398, 0.63004, 3.08755], [-1.34282, 1.10907, 2.66485], [-2.92408, -0.10628, 0.80373], [-4.15095, -0.69268, 2.32600], [-2.54127, -1.38967, 2.39409], [-2.58698, 0.28062, 4.12463], [-3.33484, 1.45960, 3.11524], [-0.90987, 1.52786, 3.41301], [-3.67780, -0.39738, 0.28629], [-0.68463, -1.35425, -3.44812], [-1.08173, -0.93178, -2.04725], [-0.41807, -1.85173, -1.00716], [-0.44995, -1.20722, 0.23358], [0.26584, -1.82949, 1.30035], [-0.83288, 0.52200, -1.78417], [-0.92737, -2.40831, -3.62937], [0.37995, -1.23369, -3.65613], [-1.26893, -0.82877, -4.20878], [-2.14992, -1.13277, -1.92532], [0.60051, -2.14292, -1.28917], [-1.03292, -2.76066, -0.95748], [0.98352, -2.56062, 0.92869], [-0.41502, -2.32181, 2.00382], [0.80445, -1.05696, 1.84929], [-1.64440, 0.96603, -2.20835], [-0.03964, 0.75510, -2.37665]], "forces_ev_per_a": [[0.6, 0.4, 0.1], [0.8, -0.5, -1.1], [0.1, 0.2, 0.2], [-1.8, -0.4, 0.6], [0.1, -0.3, -0.2], [-0.1, 0.7, 0.4], [-0.1, -0.3, 0.0], [0.2, -0.1, -0.3], [0.3, 0.1, 0.1], [-0.4, -0.8, 0.3], [0.2, 0.2, -0.1], [0.1, 0.2, -0.1], [0.1, 0.2, 0.0], [0.0, 0.1, -0.1], [0.0, 0.1, 0.0], [0.1, 0.1, 0.2], [0.0, 1.0, -0.7], [0.0, -0.2, 0.2], [0.1, 0.0, 0.2], [0.2, 0.3, 0.1], [-0.7, -0.2, -0.3], [-0.1, -0.7, -0.5], [-0.7, 1.0, 0.5], [-0.2, -1.1, 0.1], [0.2, 0.1, 0.4], [0.0, 0.2, 0.4], [0.1, 0.1, -0.2], [0.2, -0.3, -0.1], [0.1, 0.0, -0.4], [0.3, 0.2, -0.3], [0.0, 0.1, 0.0], [-0.4, -0.5, -0.5], [0.2, -0.4, 0.3], [-0.2, 0.0, -0.5], [0.3, 0.0, 1.0], [0.2, -0.1, 0.3], [-0.4, -1.3, -0.4], [0.1, 0.0, 0.2], [0.0, 0.2, 0.1], [0.2, 0.2, 0.1], [-0.1, 0.4, -0.1], [-0.1, 0.3, 0.1], [0.2, -0.1, 0.0], [0.0, 0.1, -0.1], [-0.1, -0.1, -0.3], [0.1, 0.0, -0.2], [0.3, 0.6, 0.2], [0.1, 0.5, 0.4]], "relative_energy_kj_mol": 0.0, "homo_energy_ev": [-6.52, -8.30], "homo_lumo_gap_ev": [6.39, 8.15], "multiplicity": 4}